# 1
Here is one molecule with the formula C4H4N2S2 at a distorted geometry from the OMol25 dataset. Energies are from the ωB97M-V functional and the def2-TZVPD basis.

Its net charge is 0. As for the SMILES: N#C/C=C\S/C=N\S. The calculation puts the HOMO energy at -0.3449 Eh. For the HOMO-LUMO gap, the calculation gives 0.333 Ha. The LUMO energy is -0.012 Eh.

```
12
Properties=species:S:1:pos:R:3:nbo_charge:R:1
C 0.77914 0.28429 1.34855 -0.004
C -0.47236 0.88964 -1.21261 -0.190
C -1.49746 -0.03612 -1.17150 -0.347
C -2.09884 -0.52134 0.07547 0.254
H 1.65914 -2.49483 -0.57301 0.129
H 0.41303 0.57093 2.40526 0.224
H -0.06509 1.39561 -2.00359 0.208
H -1.97286 -0.25567 -2.07539 0.249
N 1.13424 -0.84447 1.06339 -0.518
N -2.54662 -0.86262 1.12708 -0.297
S 1.33112 -1.19654 -0.62573 0.169
S 0.51824 1.76121 0.16785 0.123
```

# 2
Here is C32H24Cl2N5O4S3V as an isolated structure at a distorted geometry from the OMol25 dataset. Energies are from the ωB97M-V functional and the def2-TZVPD basis.

Its net charge is 0. The calculation puts the HOMO energy (alpha / beta) at -0.2825 / -0.2898 Eh. For the HOMO-LUMO gap (alpha / beta), the calculation gives 0.259 / 0.256 Ha. The LUMO energy (alpha / beta) is -0.024 / -0.034 Eh. As for the spin multiplicity: 3.

```
71
Properties=species:S:1:pos:R:3:mulliken_spin:R:1
V 0.42547 0.09346 0.05582 1.998
C 1.19756 4.16640 0.47570 0.001
O 0.32042 3.07313 0.16956 -0.006
C -0.67505 3.31014 -0.72057 -0.008
C -0.86091 4.52023 -1.37799 0.001
C -1.91988 4.66706 -2.27071 -0.001
C -2.80645 3.62369 -2.49045 0.001
C -2.62710 2.42466 -1.80760 -0.004
C -1.56394 2.26743 -0.94687 0.012
N -1.36706 1.03132 -0.19414 -0.035
N -2.46584 0.64772 0.29289 0.048
C -2.57533 -0.33580 1.25435 0.011
C -1.49655 -0.91861 1.90218 -0.003
O -0.29778 -0.65034 1.47866 -0.012
C -1.68159 -1.79899 3.00109 0.001
C -2.93699 -2.14068 3.35407 0.011
C -4.09683 -1.62073 2.68622 0.005
C -5.39813 -2.03144 3.05688 -0.001
C -6.49819 -1.49248 2.45018 0.002
C -6.32673 -0.50418 1.45791 0.001
C -5.07296 -0.11213 1.06354 0.001
C -3.92811 -0.67937 1.66114 0.000
H 0.63358 4.98644 0.91874 0.001
H 1.70754 4.50706 -0.42403 -0.001
H 1.92038 3.77899 1.17720 0.000
H -0.19139 5.35018 -1.20059 0.000
H -2.04829 5.61271 -2.78700 0.000
H -3.62946 3.73440 -3.18573 0.000
H -3.30598 1.59037 -1.94272 0.000
H -0.80565 -2.19864 3.49617 0.001
H -3.08862 -2.83816 4.17377 0.000
H -5.50943 -2.78328 3.83146 0.000
H -7.49379 -1.81580 2.73237 0.000
H -7.19788 -0.04665 1.00350 0.000
H -4.94174 0.63645 0.29305 0.000
Cl -2.70558 -1.28001 -2.39008 0.000
C -2.37374 -2.55800 -1.23326 -0.013
C -3.48331 -3.26992 -0.80571 0.006
C -3.34343 -4.25593 0.15123 -0.008
C -2.09837 -4.51812 0.68471 0.007
C -0.99362 -3.80264 0.25273 -0.005
Cl 0.50008 -4.16582 1.07764 0.000
C -1.06773 -2.80238 -0.74366 0.014
S 0.34213 -1.85891 -1.26222 -0.021
H -4.45695 -3.03288 -1.21720 0.000
H -4.21081 -4.81024 0.49275 -0.001
H -1.97480 -5.26592 1.45942 0.001
N 8.47718 -1.54112 -1.10226 0.000
C 7.28879 -1.09168 -0.55414 -0.001
C 6.29347 -2.00770 -0.19096 0.001
C 5.10994 -1.57295 0.36255 -0.004
C 4.90850 -0.20681 0.58049 0.006
C 5.89759 0.71483 0.23896 0.000
C 7.08393 0.27043 -0.31804 0.000
S 3.34149 0.33606 1.07926 0.013
O 3.46298 1.72550 1.43959 0.001
O 2.78132 -0.58108 2.02598 0.004
N 2.41890 0.13768 -0.25711 -0.006
C 2.31988 0.98082 -1.35961 -0.009
S 3.53740 1.93050 -2.13224 0.004
C 2.37066 2.42922 -3.29629 0.001
C 1.17596 1.86208 -3.03728 0.000
N 1.13899 1.02987 -1.93012 -0.016
H 8.50173 -2.47015 -1.48077 0.000
H 9.06739 -0.87316 -1.56188 0.000
H 6.45835 -3.06816 -0.35452 0.000
H 4.33156 -2.27972 0.63153 -0.001
H 5.72972 1.77026 0.42335 0.000
H 7.86177 0.98188 -0.58095 0.000
H 2.63576 3.09066 -4.10830 0.000
H 0.27560 1.99900 -3.62166 0.000
```

DFT total energy? In order: -28860.2080; -132453.6963 eV.
Relative energy (zero: lowest compared OMol25 entry of this formula, charge and spin)? In order: 3.331; 0.540 eV.